No. 1
{"formula": "C2H4NOP", "method": "wB97M-V/def2-TZVPD", "e_homo_ev": -9.46, "de_lowest_kcal_mol": 64.9, "homo_lumo_gap_ev": 7.94, "charge": 0, "molar_mass_g_mol": 89.0, "symbols": ["C", "C", "N", "O", "P", "H", "H", "H", "H"], "coordinates": [[1.46007, -0.19574, -0.00171], [-1.22897, 0.60349, -0.42463], [0.81900, -1.34396, -0.19531], [1.16871, 0.96681, -0.03430], [-0.85885, -0.98902, 0.08953], [2.54390, -0.39346, 0.22612], [-1.62779, 1.25494, 0.31964], [-1.08195, 1.14666, -1.39689], [-1.19413, -1.04972, 1.41754]], "mulliken_charge": [0.175, -0.359, -0.471, -0.494, 0.167, 0.351, 0.282, 0.283, 0.066]}

No. 2
{"formula": "C2H4NOP", "method": "wB97M-V/def2-TZVPD", "e_homo_ev": -9.37, "de_lowest_kcal_mol": 45.3, "homo_lumo_gap_ev": 9.11, "charge": 0, "molar_mass_g_mol": 89.0, "symbols": ["C", "C", "N", "O", "P", "H", "H", "H", "H"], "coordinates": [[-2.17460, 0.12193, 0.10830], [1.04334, -0.65991, 0.30887], [-1.28348, 1.20353, 0.07019], [-1.81096, -0.99574, -0.10503], [0.15824, 0.68117, -0.05339], [-3.24814, 0.31390, 0.43647], [2.02553, -0.38499, 0.29312], [0.93218, -1.65587, 0.47614], [0.96834, 1.74636, 0.16804]], "mulliken_charge": [0.220, -0.637, -0.522, -0.504, 0.384, 0.338, 0.332, 0.337, 0.052]}

No. 3
{"formula": "C2H4NOP", "method": "wB97M-V/def2-TZVPD", "e_homo_ev": -9.31, "de_lowest_kcal_mol": 73.1, "homo_lumo_gap_ev": 9.82, "charge": 0, "molar_mass_g_mol": 89.0, "symbols": ["C", "C", "N", "O", "P", "H", "H", "H", "H"], "coordinates": [[0.96666, 0.47440, 0.50208], [-0.59044, 0.42428, 0.34184], [1.60020, -0.15996, -0.39950], [0.82036, -0.86856, -1.32400], [-0.83621, -0.81952, -1.03802], [1.57525, 1.12830, 1.16077], [-1.26497, 0.14894, 1.18923], [-1.20726, 1.66375, -0.32184], [-1.06359, -1.99163, -0.11056]], "mulliken_charge": [-0.104, -0.549, -0.208, -0.224, 0.125, 0.344, 0.353, 0.229, 0.034]}

No. 4
{"formula": "C2H4NP", "method": "wB97M-V/def2-TZVPD", "e_homo_ev": -9.63, "de_lowest_kcal_mol": 46.9, "homo_lumo_gap_ev": 10.32, "smiles": "PC1=NC1", "charge": 0, "molar_mass_g_mol": 73.0, "symbols": ["C", "C", "N", "P", "H", "H", "H", "H"], "coordinates": [[0.28658, 0.25014, -0.40085], [0.36683, 0.76570, 0.96036], [0.24030, 1.52221, -0.32855], [0.04987, -1.37707, -1.14984], [-0.57052, 0.63226, 1.46757], [1.41313, 0.75431, 1.48469], [-0.86381, -0.77820, -1.98482], [-0.92239, -1.76936, -0.04856]], "mulliken_charge": [0.259, -0.263, -0.466, -0.125, 0.257, 0.197, 0.067, 0.075]}

No. 5
{"formula": "C2H4NP", "method": "wB97M-V/def2-TZVPD", "e_homo_ev": -6.48, "de_lowest_kcal_mol": 82.5, "homo_lumo_gap_ev": 5.85, "charge": 0, "molar_mass_g_mol": 73.0, "symbols": ["C", "C", "N", "P", "H", "H", "H", "H"], "coordinates": [[0.51840, -0.33615, 1.02252], [-0.14683, -0.03761, -0.13860], [1.07352, -0.68965, 2.01862], [0.80413, 1.48057, -1.51263], [0.01569, -0.71246, -0.90387], [-1.32849, 0.16582, 0.06797], [1.91401, -0.26902, 2.54086], [-0.41007, 1.71615, -2.18031]], "mulliken_charge": [0.479, -0.911, -0.324, -0.156, 0.343, 0.300, 0.347, -0.079]}

No. 6
{"formula": "C2H4NP", "method": "wB97M-V/def2-TZVPD", "e_homo_ev": -8.92, "de_lowest_kcal_mol": 62.6, "homo_lumo_gap_ev": 8.77, "charge": 0, "molar_mass_g_mol": 73.0, "symbols": ["C", "C", "N", "P", "H", "H", "H", "H"], "coordinates": [[-0.06489, 0.02656, 0.48910], [-0.15458, -1.30703, -0.18617], [0.25007, 0.83358, -0.40134], [-0.57903, -1.40340, -1.80959], [-0.16108, 0.55742, 1.74386], [0.29981, -2.10803, 0.33152], [0.35380, 1.90153, -0.28173], [-0.86350, 0.08425, -1.81886]], "mulliken_charge": [-0.001, -0.311, -0.507, -0.098, 0.251, 0.362, 0.224, 0.080]}

No. 7
{"formula": "C2H4NP", "method": "wB97M-V/def2-TZVPD", "e_homo_ev": -7.92, "de_lowest_kcal_mol": 87.1, "homo_lumo_gap_ev": 9.06, "smiles": "PN1C=C1", "charge": 0, "molar_mass_g_mol": 73.0, "symbols": ["C", "C", "N", "P", "H", "H", "H", "H"], "coordinates": [[0.82111, -1.24368, -0.42010], [-0.36191, -1.44965, -0.03938], [-0.08881, -0.08460, -0.52174], [-0.09891, 1.12095, 0.82241], [1.84656, -1.35010, -0.87846], [-1.19609, -2.00854, 0.26482], [-1.12550, 1.50459, 0.01846], [0.84837, 2.01842, 0.13493]], "mulliken_charge": [-0.002, -0.373, -0.333, -0.114, 0.328, 0.330, 0.102, 0.062]}

No. 8
{"formula": "C2H4NPS", "method": "wB97M-V/def2-TZVPD", "e_homo_ev": -8.77, "de_lowest_kcal_mol": 8.4, "homo_lumo_gap_ev": 8.11, "smiles": "C/C=N\\P=S", "charge": 0, "molar_mass_g_mol": 105.1, "symbols": ["C", "C", "N", "P", "S", "H", "H", "H", "H"], "coordinates": [[0.22419, -0.80034, -0.11238], [1.08963, 0.38472, 0.20640], [-1.05351, -1.01062, 0.17964], [-2.39840, -0.06844, 0.50844], [-2.64152, 0.96864, -1.11782], [0.76115, -1.58821, -0.56215], [1.48714, 0.82698, -0.73783], [1.92824, 0.01938, 0.81253], [0.60307, 1.26790, 0.82318]], "mulliken_charge": [0.134, -0.847, -0.337, 0.162, -0.297, 0.365, 0.262, 0.294, 0.264]}

No. 9
{"formula": "C2H4NPS", "method": "wB97M-V/def2-TZVPD", "e_homo_ev": [-8.54, -8.54], "de_lowest_kcal_mol": 95.4, "homo_lumo_gap_ev": [7.38, 7.39], "smiles": "C1=NPCS1", "charge": 0, "molar_mass_g_mol": 105.1, "symbols": ["C", "C", "N", "P", "S", "H", "H", "H", "H"], "coordinates": [[-0.66666, 1.36138, 0.18088], [-0.08545, -1.05300, -0.42213], [1.09863, 1.32153, -0.05377], [1.47913, -0.23825, 0.14378], [-1.45268, -0.08054, 0.12644], [-1.13878, 2.20292, -0.03387], [0.03899, -0.95033, -1.53538], [-0.29932, -1.99572, 0.10597], [1.02615, -0.56798, 1.48810]], "mulliken_charge": [-0.159, -0.635, -0.438, 0.064, 0.039, 0.417, 0.347, 0.363, 0.001]}

No. 10
{"formula": "C2H4O2", "method": "wB97M-V/def2-TZVPD", "e_homo_ev": -8.14, "de_lowest_kcal_mol": 115.9, "homo_lumo_gap_ev": 8.65, "charge": 0, "molar_mass_g_mol": 60.1, "symbols": ["O", "C", "C", "O", "H", "H", "H", "H"], "coordinates": [[-1.34487, 0.25397, -0.15841], [-0.35388, -0.67878, -0.02509], [1.28180, 0.64437, -0.02086], [0.73931, 1.67894, 0.15708], [-0.98188, 1.11012, 0.15721], [-0.32338, -1.17170, 0.96121], [-0.41113, -1.41899, -0.83239], [1.39402, -0.41791, -0.23876]], "mulliken_charge": [-0.472, -0.681, 0.101, -0.407, 0.348, 0.319, 0.333, 0.459]}

No. 11
{"formula": "C2H4O2", "method": "wB97M-V/def2-TZVPD", "e_homo_ev": -10.05, "de_lowest_kcal_mol": 108.2, "homo_lumo_gap_ev": 11.08, "smiles": "CC1OO1", "charge": 0, "molar_mass_g_mol": 60.1, "symbols": ["C", "C", "O", "O", "H", "H", "H", "H"], "coordinates": [[-0.97025, -1.01057, 0.22421], [0.15179, -0.09331, -0.37960], [-0.52992, -2.09282, 0.97954], [-1.12808, -1.00629, 1.59749], [-1.78461, -1.08653, -0.43378], [-0.37169, 0.71501, -1.01191], [0.75902, -0.71375, -1.19196], [0.84348, 0.49817, 0.34284]], "mulliken_charge": [0.287, -0.870, -0.269, -0.282, 0.362, 0.266, 0.241, 0.265]}

No. 12
{"formula": "C2H4O2", "method": "wB97M-V/def2-TZVPD", "e_homo_ev": -10.60, "de_lowest_kcal_mol": 3.7, "homo_lumo_gap_ev": 11.37, "smiles": "CC(=O)O", "charge": 0, "molar_mass_g_mol": 60.1, "symbols": ["C", "C", "H", "H", "H", "H", "O", "O"], "coordinates": [[-0.62275, -0.30345, -1.21056], [-0.01270, -0.06379, 0.13350], [0.15406, -0.43020, -1.99646], [-1.23394, 0.67563, -1.40193], [-1.35495, -1.14387, -1.20548], [1.33602, 0.91901, 0.98132], [1.01917, 0.82428, 0.09283], [-0.40522, -0.55142, 1.16778]], "mulliken_charge": [-0.776, 0.646, 0.279, 0.218, 0.281, 0.332, -0.441, -0.539]}

No. 13
{"formula": "C2H4O2", "method": "wB97M-V/def2-TZVPD", "e_homo_ev": -9.96, "de_lowest_kcal_mol": 44.1, "homo_lumo_gap_ev": 10.85, "smiles": "O=CCO", "charge": 0, "molar_mass_g_mol": 60.1, "symbols": ["C", "C", "O", "O", "H", "H", "H", "H"], "coordinates": [[-0.84790, 0.40933, -0.14955], [0.67514, 0.20969, 0.07480], [-1.70645, -0.36273, 0.09444], [1.05636, -1.16055, -0.15005], [-1.25969, 1.29386, -0.55208], [0.68822, 0.49446, 1.09889], [1.14389, 0.85685, -0.59716], [0.25043, -1.74091, 0.18071]], "mulliken_charge": [-0.054, -0.310, -0.454, -0.511, 0.439, 0.239, 0.320, 0.331]}

No. 14
{"formula": "C2H4O2", "method": "wB97M-V/def2-TZVPD", "e_homo_ev": -10.46, "de_lowest_kcal_mol": 74.9, "homo_lumo_gap_ev": 11.19, "charge": 0, "molar_mass_g_mol": 60.1, "symbols": ["C", "C", "O", "O", "H", "H", "H", "H"], "coordinates": [[0.77720, -0.19457, -0.00260], [-1.13090, 0.01225, 0.12580], [-1.29548, 1.15795, -0.37120], [-1.68611, -0.90377, 0.60292], [-0.04407, 0.85903, -0.38186], [0.84479, -1.10076, -0.59739], [1.03479, -0.36368, 1.03883], [1.49977, 0.53356, -0.41451]], "mulliken_charge": [-1.028, 0.616, -0.535, -0.418, 0.407, 0.306, 0.307, 0.346]}

No. 15
{"formula": "C2H4O2S", "method": "wB97M-V/def2-TZVPD", "e_homo_ev": [-8.29, -8.63], "de_lowest_kcal_mol": 89.9, "homo_lumo_gap_ev": [7.72, 8.54], "charge": 0, "molar_mass_g_mol": 92.1, "symbols": ["C", "C", "O", "O", "S", "H", "H", "H", "H"], "coordinates": [[1.95436, 0.09779, 0.03383], [-0.22407, 0.51564, 0.32580], [4.42463, -0.74955, 0.52236], [0.86147, 0.70356, -0.44365], [3.85036, 0.32357, -0.26230], [1.96451, -0.92911, 0.44821], [-0.56687, -0.55201, 0.45416], [-1.00397, 1.04938, -0.25350], [-0.14372, 0.98356, 1.34983]], "mulliken_charge": [-0.126, -0.610, -0.458, -0.233, 0.329, 0.280, 0.308, 0.215, 0.295]}

No. 16
{"formula": "C2H4O2S", "method": "wB97M-V/def2-TZVPD", "e_homo_ev": -9.06, "de_lowest_kcal_mol": 74.0, "homo_lumo_gap_ev": 8.97, "charge": 0, "molar_mass_g_mol": 92.1, "symbols": ["C", "C", "O", "O", "S", "H", "H", "H", "H"], "coordinates": [[2.05561, 0.16162, 0.46392], [-0.33360, 0.34486, -0.27650], [4.46321, -0.52057, 0.42088], [1.01846, 0.88025, -0.39732], [3.47366, 0.30583, -0.28175], [1.71757, -0.50600, 1.31755], [-0.77797, 0.81383, -1.08078], [-0.71615, 0.68042, 0.64394], [-0.46461, -0.73722, -0.40028]], "mulliken_charge": [-0.010, -0.701, -0.527, -0.321, 0.320, 0.341, 0.266, 0.327, 0.305]}

No. 17
{"formula": "C2H4O2S", "method": "wB97M-V/def2-TZVPD", "e_homo_ev": -9.77, "de_lowest_kcal_mol": 23.4, "homo_lumo_gap_ev": 10.17, "smiles": "O=C(S)CO", "charge": 0, "molar_mass_g_mol": 92.1, "symbols": ["C", "C", "H", "H", "H", "H", "O", "O", "S"], "coordinates": [[0.62246, 0.33733, 0.33659], [-0.85267, 0.59744, -0.16550], [1.08208, -0.67668, -1.28899], [1.19458, 1.27914, 0.28304], [0.55453, 0.01604, 1.38617], [-0.60414, -1.57500, 0.12309], [1.10733, -0.75662, -0.36155], [-1.32106, 1.69808, -0.27286], [-1.78309, -0.91974, -0.03998]], "mulliken_charge": [-0.451, 0.570, 0.332, 0.259, 0.318, 0.203, -0.528, -0.480, -0.223]}

No. 18
{"formula": "C2H4O2S2", "method": "wB97M-V/def2-TZVPD", "e_homo_ev": -9.52, "de_lowest_kcal_mol": 17.7, "homo_lumo_gap_ev": 9.62, "smiles": "CSSOC=O", "charge": 0, "molar_mass_g_mol": 124.2, "symbols": ["C", "C", "O", "O", "S", "S", "H", "H", "H", "H"], "coordinates": [[-3.17969, 0.53290, -0.48888], [1.43632, -0.59873, 0.25166], [-2.20425, -0.32781, -0.77168], [-3.65769, 0.80910, 0.56319], [0.38147, -2.02193, -0.23544], [-1.40951, -1.37466, 0.42848], [-3.49875, 0.94463, -1.46652], [2.46858, -0.92625, 0.25093], [1.14886, -0.26712, 1.24447], [1.29699, 0.20038, -0.46860]], "mulliken_charge": [0.214, -0.748, -0.264, -0.457, 0.009, 0.060, 0.313, 0.298, 0.294, 0.279]}

No. 19
{"formula": "C2H4O2Si", "method": "wB97M-V/def2-TZVPD", "e_homo_ev": -9.50, "de_lowest_kcal_mol": 80.9, "homo_lumo_gap_ev": 9.64, "smiles": "O=[si]1cc1.O", "charge": 0, "molar_mass_g_mol": 88.1, "symbols": ["C", "C", "O", "O", "Si", "H", "H", "H", "H"], "coordinates": [[0.64805, -1.81593, 1.19316], [-0.22141, -1.98075, 0.13204], [0.10999, 2.44167, -1.16906], [-1.02622, 1.01172, 1.30061], [-0.38902, -0.29837, 1.00880], [1.61973, -2.48502, 1.43042], [-0.42290, -2.64986, -0.79266], [0.50084, 3.18785, -1.71877], [-0.81907, 2.58869, -1.38456]], "mulliken_charge": [-0.318, -0.268, -0.594, -0.584, 0.596, 0.274, 0.294, 0.292, 0.307]}

No. 20
{"formula": "C2H4O3", "method": "wB97M-V/def2-TZVPD", "e_homo_ev": -8.77, "de_lowest_kcal_mol": 110.0, "homo_lumo_gap_ev": 9.38, "charge": 0, "molar_mass_g_mol": 76.1, "symbols": ["C", "C", "O", "O", "O", "H", "H", "H", "H"], "coordinates": [[-0.43028, -0.29153, 0.10690], [-0.06331, -0.35730, -1.29436], [-1.05602, -0.66689, 0.97538], [0.48241, 1.16719, 1.95848], [0.89860, 0.85738, 0.70456], [0.13262, -1.37238, -1.46867], [-0.84869, -0.04279, -1.88871], [0.60653, 0.32753, -1.59897], [0.27814, 0.37878, 2.50538]], "mulliken_charge": [0.827, -1.079, -0.343, -0.364, -0.371, 0.279, 0.373, 0.378, 0.301]}